This record from the Open Molecules 2025 dataset describes a structure of composition C20H41AlN7O16 in a non-equilibrium geometry. The level of theory is ωB97M-V/def2-TZVPD.

```
85
Properties=species:S:1:pos:R:3:lowdin_charge:R:1
O -5.27 6.15 -5.54 0.055
H -0.18 5.40 0.27 0.072
C -1.78 2.00 -0.26 -0.252
O 1.33 -8.80 3.07 0.046
H -0.15 6.76 -0.91 0.089
O -0.62 -0.42 1.22 0.049
H -3.14 3.57 0.36 0.122
H 1.03 -3.13 1.53 0.054
C 3.88 1.97 -2.34 -0.037
C 3.35 1.08 -1.44 -0.225
O 3.14 -1.23 3.85 0.059
H -1.20 -7.85 4.37 0.103
O 1.45 -4.75 2.85 0.053
H -3.35 -5.23 -0.69 0.102
N 2.39 -5.18 3.50 -0.420
H 3.57 1.99 -3.38 0.101
O 2.67 0.31 5.28 0.071
C 0.63 -2.22 1.95 0.026
C -0.92 -8.52 3.57 0.053
C -0.78 6.16 -0.25 0.016
H -3.28 7.27 -4.34 0.104
O -2.66 6.29 -1.69 0.056
C 4.83 2.88 -1.90 -0.108
N 3.18 -0.74 4.96 -0.443
H 6.00 3.61 -0.26 0.092
O -4.74 0.83 -3.83 0.030
N -0.10 -1.48 0.90 -0.419
H -0.89 -8.00 2.62 0.069
H -1.42 3.83 0.76 0.112
H 0.27 1.36 -0.11 0.018
H 2.51 -6.77 2.13 0.091
O -0.74 -4.77 0.69 0.089
H -1.47 0.05 -2.94 -0.087
H -1.80 1.52 0.72 0.079
C -2.99 -4.72 0.20 0.059
H -2.75 -3.69 -0.01 0.099
O -0.15 -1.97 -0.21 0.065
H -1.27 6.82 0.47 0.088
H -1.58 -9.38 3.52 0.102
H 5.00 2.00 1.34 0.095
O 2.85 -4.67 4.50 0.055
C 1.50 0.30 -3.11 -0.294
H -5.34 3.05 -3.16 0.090
H 2.05 0.84 -3.89 0.011
N -5.26 7.23 -5.01 -0.451
C 5.25 2.91 -0.60 -0.132
N -1.75 -5.42 0.64 -0.431
H 4.30 -2.40 5.58 0.083
C 3.02 -6.44 3.02 0.042
C -4.26 7.43 -3.92 0.034
H 3.20 -1.71 6.81 0.100
C -2.11 3.48 -0.02 -0.206
C -1.89 5.55 -1.10 -0.493
O -2.01 4.21 -1.26 -0.024
H 2.91 -0.92 -2.01 0.107
H -2.49 1.51 -0.93 0.077
Al -0.34 1.17 -2.73 0.262
N -4.20 1.78 -4.37 -0.454
H 1.43 -1.58 2.31 0.075
N 0.45 -9.03 3.88 -0.439
H 3.29 0.41 0.57 0.108
H 2.93 -7.17 3.82 0.087
C 3.75 1.11 -0.11 -0.054
H -0.54 2.36 -3.83 -0.099
O -3.35 1.71 -5.23 0.046
H -4.47 6.70 -3.14 0.080
C 4.70 2.02 0.30 -0.112
C 2.33 0.02 -1.83 -0.247
H -4.98 3.67 -4.80 0.078
H 5.25 3.57 -2.63 0.097
O -5.98 8.17 -5.29 0.051
H -0.08 -2.44 2.75 0.101
H 4.71 -0.85 6.38 0.097
C -0.31 1.93 -0.84 -0.269
H 4.07 -6.22 2.81 0.103
H -4.36 8.44 -3.53 0.093
O -1.85 -6.60 0.92 0.032
H 0.14 2.93 -0.90 0.037
C 3.91 -1.49 6.02 0.042
H 1.67 -0.22 -0.99 0.061
H 1.26 -0.68 -3.55 0.029
C -4.59 3.14 -3.94 0.039
H -3.71 -4.80 1.01 0.098
H -3.69 3.62 -3.55 0.094
O 0.59 -9.65 4.91 0.065
```

total charge	-1
spin multiplicity	1
calculated total energy	-71173.5401	eV
highest occupied orbital energy	-4.24	eV
orbital gap	5.5	eV